No. 1
Here is 7 unconnected molecules or ions with the total composition C21H53BN7O9P from the Open Molecules 2025 dataset. Energies are from the ωB97M-V functional and the def2-TZVPD basis.

Structure (XYZ):
```
92
C21H53BN7O9P the ωB97M-V functional and the def2-TZVPD basis
C -0.52 -2.36 3.68
N 0.23 -2.86 2.49
C -0.60 -2.70 1.28
B 0.41 -2.88 0.02
C 0.76 -1.62 -0.91
P 1.84 -0.34 -0.13
O 1.68 0.94 -0.92
O 3.41 -0.84 -0.28
O 1.45 -0.01 1.44
H 0.03 -2.71 4.57
H -0.55 -1.25 3.68
H -1.54 -2.77 3.60
H 1.10 -2.35 2.42
H -1.32 -3.54 1.28
H -1.12 -1.72 1.21
H 0.81 -3.99 -0.16
H 1.32 -1.99 -1.79
H -0.19 -1.16 -1.24
H 3.53 -1.68 0.19
H 1.19 0.91 1.51
C 7.85 -0.13 2.74
N 6.65 -0.93 2.63
C 5.85 -1.18 3.82
C 6.25 -1.46 1.46
O 5.25 -2.14 1.30
H 8.54 -0.60 3.44
H 7.58 0.87 3.11
H 8.33 -0.03 1.77
H 5.79 -2.26 4.00
H 4.84 -0.80 3.67
H 6.30 -0.70 4.68
H 6.91 -1.21 0.62
C 4.86 -0.36 9.59
N 5.90 -0.65 8.63
C 7.24 -0.15 8.86
C 5.66 -1.38 7.51
O 6.50 -1.65 6.67
H 4.74 0.72 9.68
H 5.14 -0.78 10.57
H 3.92 -0.80 9.28
H 7.54 0.50 8.04
H 7.94 -0.99 8.91
H 7.28 0.41 9.80
H 4.62 -1.71 7.43
C -0.98 4.27 -4.00
N -1.22 3.00 -3.33
C -0.69 2.79 -2.00
C -1.91 2.00 -3.91
O -2.14 0.92 -3.40
H 0.09 4.43 -4.10
H -1.42 5.07 -3.40
H -1.44 4.27 -4.99
H -0.01 1.93 -2.00
H -1.52 2.57 -1.31
H -0.16 3.67 -1.66
H -2.26 2.25 -4.92
C -4.84 0.10 -4.60
N -6.03 -0.72 -4.66
C -6.78 -0.96 -3.44
C -6.47 -1.28 -5.81
O -7.45 -1.98 -5.92
H -4.12 -0.35 -3.91
H -5.12 1.10 -4.23
H -4.38 0.20 -5.58
H -6.82 -2.04 -3.24
H -7.80 -0.60 -3.56
H -6.31 -0.45 -2.60
H -5.83 -1.04 -6.68
C -3.64 -3.57 -4.51
N -2.37 -3.57 -5.20
C -1.44 -2.47 -4.98
C -2.01 -4.56 -6.06
O -0.97 -4.60 -6.67
H -4.20 -2.68 -4.78
H -3.45 -3.57 -3.43
H -4.22 -4.45 -4.77
H -1.24 -1.97 -5.93
H -0.50 -2.86 -4.59
H -1.87 -1.75 -4.28
H -2.78 -5.34 -6.15
C -4.02 4.93 0.85
N -3.95 5.41 -0.52
C -5.18 5.56 -1.28
C -2.78 5.73 -1.11
O -2.66 6.13 -2.25
H -4.47 3.94 0.86
H -4.63 5.62 1.44
H -3.03 4.88 1.29
H -5.13 4.93 -2.17
H -5.29 6.60 -1.60
H -6.03 5.27 -0.68
H -1.91 5.58 -0.45
```

Computed properties:
multiplicity = 1
E_tot = -61461.583 eV
SMILES = CNCBCP(=O)(O)O.CN(C)C=O.CN(C)C=O.CN(C)C=O.CN(C)C=O.CN(C)C=O.CN(C)C=O
E_HOMO = -8.9 eV
strongest force on any atom = 0.0850 Eh/bohr

No. 2
Here is 3 unconnected molecules or ions with the total composition C21H53ClFN2O8P2 from the Open Molecules 2025 dataset. Energies are from the ωB97M-V functional and the def2-TZVPD basis.

Structure (XYZ):
```
88
C21H53ClFN2O8P2 the ωB97M-V functional and the def2-TZVPD basis
C 4.36 -2.35 6.48
C 4.47 -1.86 4.99
O 5.03 -0.54 5.01
P 4.13 0.52 4.05
O 4.82 1.87 4.05
C 2.46 0.74 4.83
C 1.45 1.49 3.88
P -0.02 0.36 3.36
O -1.15 1.70 3.68
F 1.18 -0.81 2.91
C -1.41 -0.75 2.72
C -1.90 -1.88 3.68
C -2.73 -2.90 2.81
Cl -0.58 -2.85 4.45
O 4.03 0.01 2.47
C 5.22 -0.66 2.04
C 5.52 -0.38 0.55
H 4.42 -3.46 6.48
H 3.41 -2.00 6.93
H 5.23 -1.98 7.04
H 3.47 -1.89 4.51
H 5.15 -2.58 4.48
H 2.61 1.33 5.76
H 2.05 -0.24 5.16
H 1.13 2.44 4.35
H 2.03 1.80 2.98
H -0.12 -0.12 4.70
H 0.11 0.90 2.00
H -0.95 2.33 3.00
H -2.29 -0.09 2.57
H -1.20 -1.16 1.71
H -2.59 -1.46 4.44
H -2.06 -3.19 1.98
H -3.61 -2.43 2.35
H -2.96 -3.83 3.36
H 5.05 -1.75 2.16
H 6.11 -0.40 2.65
H 5.94 0.63 0.37
H 6.31 -1.08 0.21
H 4.65 -0.53 -0.11
C -5.81 3.35 -2.08
O -6.27 2.01 -2.12
C -6.01 1.35 -3.35
C -4.93 0.29 -3.19
N -3.62 0.90 -2.97
C -2.58 -0.04 -2.53
C -2.80 -0.79 -1.20
O -2.75 0.03 -0.05
C -3.95 0.72 0.25
H -6.24 3.82 -1.19
H -4.72 3.40 -2.00
H -6.14 3.91 -2.96
H -5.76 2.06 -4.15
H -6.94 0.85 -3.64
H -4.89 -0.32 -4.10
H -5.22 -0.35 -2.36
H -3.70 1.62 -2.28
H -1.66 0.53 -2.43
H -2.42 -0.78 -3.32
H -1.97 -1.49 -1.10
H -3.71 -1.40 -1.21
H -4.84 0.15 -0.03
H -3.96 1.70 -0.24
H -3.97 0.90 1.32
C -0.15 2.67 -3.71
O -0.66 1.35 -3.72
C -0.66 0.73 -5.00
C 0.38 -0.38 -5.06
N 1.74 0.15 -5.05
C 2.78 -0.85 -4.82
C 2.75 -1.63 -3.50
O 3.04 -0.85 -2.36
C 1.94 -0.10 -1.85
H -0.38 3.11 -2.74
H 0.94 2.67 -3.82
H -0.60 3.27 -4.50
H -0.52 1.46 -5.80
H -1.64 0.28 -5.13
H 0.23 -0.96 -5.98
H 0.21 -1.04 -4.21
H 1.81 0.86 -4.33
H 3.74 -0.32 -4.87
H 2.77 -1.56 -5.65
H 3.54 -2.38 -3.55
H 1.81 -2.19 -3.36
H 0.99 -0.61 -1.98
H 1.91 0.89 -2.31
H 2.10 0.05 -0.78
```

Computed properties:
charge = -1
multiplicity = 1
E_tot = -75813.942 eV
E_HOMO = -4.2 eV
strongest force on any atom = 0.0756 Eh/bohr

No. 3
Here is 5 unconnected molecules or ions with the total composition C21H53N8O6 from the Open Molecules 2025 dataset. Energies are from the ωB97M-V functional and the def2-TZVPD basis.

Structure (XYZ):
```
88
C21H53N8O6 the ωB97M-V functional and the def2-TZVPD basis
N -6.94 -0.20 3.60
C -5.76 0.24 3.12
N -5.44 1.52 2.88
C -4.21 1.50 2.38
C -3.47 2.69 1.94
C -1.95 2.53 1.92
C -1.28 3.68 1.21
O -0.53 3.54 0.30
O -1.56 4.91 1.73
N -3.75 0.25 2.31
N -4.74 -0.56 2.76
H -7.03 -0.83 4.38
H -7.77 0.24 3.25
H -3.81 2.95 0.93
H -3.75 3.51 2.59
H -1.56 2.53 2.93
H -1.62 1.64 1.40
H -2.43 5.21 1.46
H -2.84 -0.04 1.97
H -4.70 -1.57 2.80
C 3.34 4.07 -1.60
C 4.19 5.23 -2.11
C 4.03 6.52 -1.30
O 2.83 7.23 -1.55
C 1.69 6.75 -0.87
N 3.94 5.42 -3.54
H 2.30 4.17 -1.90
H 3.71 3.13 -2.02
H 3.38 4.00 -0.51
H 5.24 4.93 -2.00
H 4.83 7.21 -1.58
H 4.13 6.33 -0.22
H 1.94 6.36 0.12
H 1.18 5.97 -1.45
H 1.00 7.59 -0.76
H 4.59 6.10 -3.91
H 3.02 5.86 -3.63
C 0.57 -3.53 0.00
C 0.04 -2.33 -0.79
C 0.55 -0.98 -0.28
O -0.07 -0.52 0.91
C 0.42 -1.08 2.11
N -1.42 -2.40 -0.83
H 0.05 -3.65 0.95
H 0.41 -4.45 -0.57
H 1.64 -3.43 0.20
H 0.41 -2.43 -1.82
H 0.32 -0.22 -1.03
H 1.64 -0.99 -0.16
H 1.49 -1.27 2.09
H -0.11 -2.00 2.36
H 0.21 -0.34 2.90
H -1.77 -1.67 -1.45
H -1.76 -2.13 0.09
C 3.00 -5.88 5.07
C 3.53 -5.43 3.72
C 3.92 -3.94 3.67
O 2.81 -3.05 3.60
C 2.19 -2.75 4.83
N 2.57 -5.79 2.68
H 1.97 -5.57 5.23
H 3.02 -6.97 5.13
H 3.60 -5.49 5.89
H 4.45 -5.99 3.52
H 4.49 -3.77 2.75
H 4.57 -3.67 4.51
H 2.90 -2.69 5.65
H 1.41 -3.47 5.07
H 1.72 -1.77 4.71
H 2.97 -5.61 1.76
H 1.78 -5.16 2.75
C -3.58 -0.79 -5.53
C -2.30 -0.22 -4.93
C -1.03 -0.54 -5.73
O -0.56 -1.86 -5.57
C -1.19 -2.84 -6.38
N -2.19 -0.65 -3.53
H -3.67 -1.86 -5.33
H -4.45 -0.31 -5.09
H -3.62 -0.64 -6.61
H -2.40 0.87 -4.93
H -0.23 0.10 -5.35
H -1.16 -0.30 -6.79
H -1.47 -2.43 -7.36
H -2.08 -3.25 -5.90
H -0.48 -3.65 -6.53
H -1.39 -0.18 -3.11
H -1.91 -1.63 -3.55
```

Computed properties:
charge = +1
multiplicity = 1
E_tot = -46833.880 eV
E_HOMO = -10.4 eV
strongest force on any atom = 0.0131 Eh/bohr